Computed, not measured: a 5-piece molecular cluster, C27H53ClN7 overall at a distorted geometry, with ωB97M-V with the def2-TZVPD basis set.

Computed properties:
Maximum force (eV Å⁻¹): 5.15
LUMO (Eh): -0.183
Total charge: +3
Orbital gap (eV): 5.388
Energy relative to the best compared isomer or geometry (same formula, charge and spin) (eV): 4.489
HOMO level (Ha): -0.3810

CARTESIAN COORDINATES (ANGSTROEM)
C 4.72 0.46 5.10
C 4.52 0.64 3.62
C 3.80 1.94 3.32
C 3.40 2.07 1.85
N 2.73 3.44 1.53
C 1.43 3.66 2.28
C 1.78 4.49 3.60
C 3.16 5.09 3.38
C 3.58 4.72 1.91
C 2.33 3.47 0.05
H 5.39 1.28 5.36
H 5.00 -0.59 5.17
H 3.71 0.45 5.52
H 3.83 -0.16 3.34
H 5.47 0.49 3.12
H 4.49 2.77 3.50
H 2.98 2.18 3.99
H 2.74 1.23 1.66
H 4.34 2.00 1.30
H 0.74 4.22 1.66
H 0.83 2.76 2.40
H 1.04 5.28 3.50
H 1.64 3.88 4.50
H 3.04 6.16 3.55
H 3.84 4.88 4.19
H 3.24 5.51 1.24
H 4.64 4.56 1.73
H 2.34 4.49 -0.33
H 1.35 3.02 -0.09
H 2.95 2.87 -0.63
C 0.70 -1.30 -13.45
C 1.28 -2.47 -12.57
N 1.51 -1.89 -11.21
C 0.69 -2.17 -10.08
C 1.50 -1.93 -8.94
N 2.77 -1.73 -9.33
C 2.74 -1.61 -10.74
C 3.90 -1.63 -8.48
H -0.02 -0.72 -12.87
H 0.17 -1.77 -14.28
H 1.32 -0.46 -13.75
H 2.22 -2.86 -12.95
H 0.57 -3.26 -12.34
H -0.30 -2.55 -10.29
H 1.25 -2.07 -7.90
H 3.67 -1.57 -11.29
H 3.55 -1.42 -7.47
H 4.59 -0.91 -8.90
H 4.40 -2.60 -8.38
C -2.81 -6.85 4.43
C -2.11 -5.52 4.77
N -0.70 -5.77 5.39
C 0.46 -5.87 4.62
C 1.41 -6.28 5.57
N 0.96 -6.34 6.82
C -0.36 -6.02 6.68
C 1.64 -6.93 7.98
H -3.75 -6.50 4.01
H -2.99 -7.42 5.35
H -2.28 -7.63 3.88
H -2.71 -4.84 5.38
H -2.13 -4.92 3.86
H 0.49 -5.68 3.56
H 2.46 -6.46 5.38
H -1.05 -5.96 7.51
H 2.73 -6.88 7.94
H 1.29 -7.90 8.34
H 1.59 -6.35 8.90
C -7.27 3.93 3.54
C -6.01 3.82 2.71
N -6.14 3.92 1.29
C -6.37 5.05 0.52
C -6.31 4.64 -0.84
N -6.25 3.29 -0.83
C -6.07 2.84 0.47
C -6.32 2.49 -2.07
H -7.63 4.95 3.46
H -7.02 3.77 4.59
H -8.15 3.31 3.35
H -5.64 2.84 3.00
H -5.16 4.41 3.04
H -6.34 6.02 1.00
H -6.25 5.22 -1.75
H -5.84 1.83 0.77
H -5.27 2.38 -2.36
H -6.98 3.06 -2.73
H -6.72 1.50 -1.88
Cl -1.96 -1.49 -1.77

Computed, not measured: C27H54AlB3BrF6MgN6O12P as an isolated structure at a distorted geometry, with ωB97M-V with the def2-TZVPD basis set.

Computed properties:
Maximum force (eV Å⁻¹): 1.42
LUMO (Eh): -0.258
Total charge: +2
Orbital gap (eV): 3.000
HOMO level (Ha): -0.3687

CARTESIAN COORDINATES (ANGSTROEM)
N 7.54 0.05 1.06
B 6.87 0.55 -0.17
O 7.32 0.12 -1.39
C 5.69 1.59 -0.06
C 6.05 3.01 -0.43
O 4.87 3.71 -0.12
P 3.57 2.83 -0.78
C 2.58 2.50 0.90
O 2.48 1.15 1.27
C 1.24 0.66 0.84
C 1.08 0.26 -0.47
C -0.18 -0.05 -0.95
C -1.27 0.03 -0.10
C -1.08 0.36 1.24
C 0.17 0.67 1.73
O 4.46 1.35 -0.74
H 7.82 0.89 1.58
H 6.78 -0.32 1.63
H 7.13 -0.81 -1.55
H 5.45 1.68 1.01
H 6.85 3.47 0.15
H 6.30 3.05 -1.49
H 2.86 4.11 -0.73
H 2.48 2.35 -1.59
H 4.17 3.22 -2.14
H 3.12 3.08 1.64
H 1.58 2.86 0.72
H 1.94 0.24 -1.11
H -0.30 -0.29 -1.99
H -2.26 -0.16 -0.48
H -1.97 0.38 1.86
H 0.32 0.96 2.76
C 9.72 -4.28 3.85
O 10.47 -4.66 4.85
N 9.90 -3.12 3.34
C 9.08 -2.62 2.23
C 10.97 -2.24 3.86
H 8.93 -4.91 3.45
H 9.73 -2.39 1.39
H 8.58 -1.70 2.54
H 8.34 -3.35 1.94
H 11.93 -2.73 3.75
H 10.79 -2.03 4.92
H 10.96 -1.31 3.30
Mg -3.44 -1.06 2.62
B -0.60 2.71 -3.28
F -0.84 1.42 -3.83
F -0.56 3.67 -4.28
F -1.57 3.00 -2.33
F 0.68 2.68 -2.64
B 7.11 6.71 0.22
O 8.10 5.59 0.42
C 9.31 6.09 0.57
O 10.32 5.46 0.76
C 9.20 7.64 0.47
O 10.11 8.41 0.55
O 7.93 7.94 0.26
F 6.17 6.68 1.23
F 6.50 6.53 -1.02
C -4.26 -4.57 -0.92
C -5.03 -3.25 -0.87
O -5.96 -3.12 -1.90
C -7.00 -4.10 -1.93
C -7.87 -4.10 -0.69
H -3.83 -4.75 -1.92
H -3.46 -4.58 -0.16
H -4.89 -5.43 -0.72
H -4.34 -2.39 -0.99
H -5.48 -3.12 0.11
H -6.58 -5.09 -2.11
H -7.60 -3.86 -2.80
H -7.32 -4.42 0.21
H -8.70 -4.79 -0.83
H -8.27 -3.10 -0.50
N 2.57 5.67 -3.77
C 2.62 6.43 -4.88
C 3.80 7.20 -4.83
C 4.46 6.88 -3.66
C 3.67 5.91 -3.00
H 1.82 5.02 -3.54
H 1.84 6.38 -5.62
H 4.11 7.91 -5.58
H 5.39 7.27 -3.28
H 3.83 5.42 -2.07
C -11.51 -2.23 3.14
C -10.98 -2.14 4.56
C -9.72 -1.29 4.72
O -8.59 -1.97 4.21
C -8.18 -1.61 2.88
N -10.59 -3.52 5.02
H -10.84 -2.80 2.49
H -12.49 -2.71 3.11
H -11.62 -1.23 2.72
H -11.76 -1.78 5.22
H -9.53 -1.13 5.79
H -9.85 -0.31 4.26
H -8.46 -0.59 2.65
H -8.60 -2.29 2.14
H -7.09 -1.68 2.85
H -11.27 -4.23 4.76
H -10.44 -3.56 6.03
H -9.68 -3.73 4.58
Al -2.24 -3.12 -2.14
C -7.60 -5.01 -5.90
O -7.21 -5.98 -5.29
N -8.70 -5.03 -6.72
N -6.96 -3.80 -5.80
H -9.03 -4.23 -7.23
H -9.18 -5.90 -6.81
H -6.15 -3.79 -5.21
H -7.23 -2.96 -6.26
Br 10.47 -6.43 5.19

Computed, not measured: a 3-piece molecular cluster, C27H54BrF5N4O10S overall at a distorted geometry, with ωB97M-V with the def2-TZVPD basis set.

Computed properties:
Maximum force (eV Å⁻¹): 2.28
LUMO (Eh): 0.007
SMILES: CC[C@H](Br)[C@@H](O[C@@](N)(CCCCOC=O)[C@@H](COC)O[C@@H](O)N=C(C)C)S(=O)(=O)C(F)(F)C(F)(F)F.COC[C@@H](C)N.COC[C@@H](C)N
Orbital gap (eV): 9.172
Energy relative to the best compared isomer or geometry (same formula, charge and spin) (eV): 0.000
HOMO level (Ha): -0.3300

CARTESIAN COORDINATES (ANGSTROEM)
C 2.90 -3.08 0.98
C 3.32 -1.87 1.84
C 4.01 -0.78 1.03
Br 4.47 0.73 2.18
C 3.20 -0.35 -0.24
O 2.83 1.00 -0.27
C 1.50 1.29 0.14
N 1.07 0.33 1.16
C 1.47 2.70 0.78
C 1.66 3.92 -0.11
C 3.11 4.14 -0.55
C 3.78 5.22 0.28
O 5.21 5.26 0.09
C 5.60 5.28 -1.20
O 5.36 6.17 -1.96
C 0.46 1.20 -1.02
C 1.07 1.20 -2.43
O 1.97 2.26 -2.68
C 1.43 3.25 -3.52
O -0.31 0.02 -0.88
C -1.50 -0.01 -1.57
O -1.50 -1.13 -2.46
N -2.59 -0.10 -0.64
C -3.72 0.42 -0.92
C -4.36 0.33 -2.29
C -4.52 1.13 0.12
S 4.31 -0.61 -1.68
O 3.58 -0.48 -2.91
O 4.98 -1.87 -1.54
C 5.61 0.75 -1.73
F 5.42 1.69 -0.80
F 5.53 1.31 -2.94
C 7.06 0.21 -1.58
F 7.87 1.26 -1.47
F 7.43 -0.49 -2.64
F 7.18 -0.51 -0.46
H 3.55 -3.18 0.11
H 1.86 -2.99 0.68
H 3.01 -3.99 1.57
H 2.48 -1.50 2.43
H 4.06 -2.22 2.56
H 4.97 -1.18 0.74
H 2.39 -1.05 -0.44
H 0.13 0.54 1.45
H 1.65 0.52 1.98
H 2.17 2.74 1.62
H 0.46 2.76 1.21
H 1.38 4.79 0.50
H 0.96 3.92 -0.94
H 3.71 3.24 -0.48
H 3.11 4.43 -1.60
H 3.63 4.98 1.33
H 3.36 6.21 0.10
H 6.20 4.42 -1.54
H -0.24 2.04 -0.95
H 1.55 0.24 -2.58
H 0.27 1.25 -3.17
H 1.14 2.86 -4.50
H 0.55 3.74 -3.08
H 2.18 4.03 -3.67
H -1.66 0.89 -2.18
H -1.25 -0.81 -3.33
H -3.97 1.10 -2.97
H -5.43 0.50 -2.23
H -4.20 -0.65 -2.72
H -4.13 0.93 1.12
H -5.58 0.87 0.09
H -4.46 2.20 -0.12
C -0.29 -7.00 -1.65
O -0.30 -5.59 -1.53
C -0.70 -4.88 -2.69
C -2.22 -4.80 -2.90
C -2.84 -6.10 -3.41
N -2.91 -4.38 -1.68
H 0.01 -7.32 -2.65
H -1.27 -7.43 -1.40
H 0.43 -7.38 -0.93
H -0.32 -3.86 -2.55
H -0.19 -5.29 -3.57
H -2.39 -4.04 -3.67
H -2.95 -6.84 -2.62
H -3.83 -5.90 -3.81
H -2.24 -6.54 -4.21
H -2.57 -3.46 -1.41
H -2.60 -5.00 -0.93
C -5.77 -0.62 4.06
O -4.68 0.28 4.12
C -5.00 1.58 4.57
C -5.12 1.72 6.10
C -6.41 1.15 6.68
N -3.98 1.13 6.80
H -6.70 -0.11 3.78
H -5.91 -1.14 5.01
H -5.55 -1.37 3.30
H -4.18 2.22 4.24
H -5.91 1.95 4.07
H -5.13 2.80 6.31
H -6.38 0.06 6.75
H -6.57 1.53 7.68
H -7.28 1.42 6.07
H -3.13 1.60 6.51
H -3.87 0.18 6.47

Computed, not measured: a 3-piece molecular cluster, C27H54F3NO15P2 overall at a distorted geometry, with ωB97M-V with the def2-TZVPD basis set.

Computed properties:
Maximum force (eV Å⁻¹): 9.38
LUMO (Eh): -0.073
SMILES: CCCC[C@@H](OCCC(=O)F)[C@@H](OCCC)O[C@H](O)N(C(=O)F)C(=O)F.CCOP(=O)(OCC)OCC.CCOP(=O)(OCC)OCC
Orbital gap (eV): 8.006
HOMO level (Ha): -0.3675

CARTESIAN COORDINATES (ANGSTROEM)
C -1.13 -3.09 -1.83
C -1.01 -1.96 -0.68
C -1.80 -0.61 -1.10
C -1.71 -0.26 -2.67
C -2.03 1.32 -2.97
O -3.15 1.78 -2.17
C -4.40 1.30 -2.73
C -5.16 2.47 -3.57
C -4.79 2.40 -5.13
O -4.74 1.33 -5.80
F -4.54 3.63 -5.83
C -0.69 2.22 -2.73
O 0.47 1.71 -3.42
C 0.35 1.81 -4.86
C 1.59 0.93 -5.47
C 2.80 0.88 -4.39
O -1.07 3.58 -3.06
C 0.02 4.51 -2.91
O 0.95 4.22 -1.86
N -0.58 5.87 -2.81
C -1.59 5.98 -1.74
O -2.59 6.73 -1.93
F -1.53 5.31 -0.48
C 0.47 6.89 -2.71
O 0.86 7.38 -1.61
F 1.09 7.27 -3.96
H -0.41 -2.86 -2.68
H -0.83 -4.09 -1.33
H -2.23 -3.19 -2.15
H 0.11 -1.77 -0.50
H -1.44 -2.34 0.32
H -1.38 0.27 -0.50
H -2.91 -0.76 -0.80
H -2.48 -0.95 -3.20
H -0.68 -0.58 -3.06
H -2.36 1.34 -4.09
H -5.09 1.07 -1.83
H -4.31 0.33 -3.34
H -6.30 2.32 -3.41
H -4.89 3.47 -3.07
H -0.47 2.09 -1.59
H -0.60 1.35 -5.30
H 0.48 2.87 -5.28
H 1.91 1.33 -6.50
H 1.21 -0.16 -5.56
H 2.98 1.96 -4.00
H 3.77 0.45 -4.84
H 2.55 0.20 -3.49
H 0.65 4.50 -3.89
H 0.49 3.99 -1.01
C 2.21 -4.54 4.53
C 2.62 -3.65 3.38
O 3.36 -4.35 2.40
P 2.61 -5.57 1.57
O 1.71 -4.64 0.74
O 3.69 -5.79 0.33
C 3.20 -5.99 -0.99
C 3.38 -4.73 -1.82
O 3.52 -6.69 2.49
C 4.94 -6.83 2.43
C 5.71 -5.79 3.21
H 1.50 -5.30 4.20
H 1.75 -3.96 5.33
H 3.07 -5.07 4.95
H 1.75 -3.18 2.92
H 3.27 -2.85 3.75
H 2.15 -6.30 -0.97
H 3.76 -6.81 -1.44
H 3.03 -3.84 -1.29
H 2.84 -4.81 -2.77
H 4.44 -4.57 -2.03
H 5.31 -6.91 1.40
H 5.15 -7.81 2.88
H 5.73 -4.83 2.68
H 6.74 -6.10 3.35
H 5.26 -5.61 4.19
C 0.38 -0.05 5.66
C -0.78 -0.29 4.71
O -1.41 0.92 4.33
P -0.55 2.02 3.45
O -0.53 1.20 2.16
O -1.78 3.01 2.93
C -1.75 3.49 1.59
C -2.77 2.74 0.75
O -0.45 2.99 4.87
C -1.56 3.61 5.51
C -2.38 2.67 6.38
H 1.19 0.50 5.16
H 0.78 -0.99 6.03
H 0.07 0.56 6.51
H -0.44 -0.83 3.82
H -1.53 -0.91 5.21
H -0.74 3.40 1.16
H -1.99 4.55 1.60
H -2.70 1.66 0.90
H -2.64 2.96 -0.31
H -3.78 3.03 1.05
H -2.19 4.15 4.81
H -1.12 4.37 6.16
H -3.03 2.03 5.77
H -3.03 3.25 7.05
H -1.74 2.03 6.98

Computed, not measured: a 9-piece molecular cluster, C27H54O9 overall at a distorted geometry, with ωB97M-V with the def2-TZVPD basis set.

Computed properties:
Maximum force (eV Å⁻¹): 5.64
LUMO (Eh): 0.007
SMILES: CC(C)=O.CC(C)=O.CC(C)=O.CC(C)=O.CC(C)=O.CC(C)=O.CC(C)=O.CC(C)=O.CC(C)=O
Orbital gap (eV): 8.850
Energy relative to the best compared isomer or geometry (same formula, charge and spin) (eV): 21.755
HOMO level (Ha): -0.3181

CARTESIAN COORDINATES (ANGSTROEM)
C -2.57 1.58 3.73
C -1.24 2.15 3.95
C -0.06 1.28 3.67
O -1.02 3.36 4.39
H -2.36 0.62 3.25
H -3.22 2.31 3.25
H -2.95 1.24 4.70
H 0.78 1.67 4.24
H 0.11 1.31 2.60
H -0.38 0.28 3.99
C -0.09 -4.96 -1.74
C -0.25 -3.57 -2.38
C -0.05 -3.47 -3.89
O -0.62 -2.61 -1.74
H -0.75 -5.03 -0.89
H 0.92 -5.16 -1.38
H -0.27 -5.75 -2.47
H -0.98 -3.60 -4.46
H 0.69 -4.15 -4.31
H 0.42 -2.50 -4.04
C 3.85 0.95 -0.35
C 2.44 1.20 -0.74
C 1.53 1.82 0.27
O 2.00 0.66 -1.78
H 4.40 0.65 -1.24
H 3.83 0.19 0.43
H 4.22 1.91 0.01
H 0.71 2.37 -0.17
H 2.11 2.36 1.02
H 0.98 1.12 0.91
C 3.10 -2.56 2.55
C 2.25 -1.35 2.91
C 1.22 -0.75 1.87
O 2.39 -0.77 4.00
H 2.48 -3.43 2.33
H 3.73 -2.74 3.41
H 3.71 -2.36 1.67
H 1.71 -0.22 1.05
H 0.42 -0.17 2.33
H 0.84 -1.61 1.32
C 2.99 -3.82 -0.93
C 2.41 -2.40 -0.61
C 1.99 -1.58 -1.81
O 2.27 -2.07 0.53
H 3.04 -4.29 0.05
H 3.87 -3.76 -1.58
H 2.18 -4.30 -1.48
H 2.89 -1.17 -2.26
H 1.32 -0.81 -1.43
H 1.54 -2.27 -2.53
C -1.03 5.56 0.82
C -1.63 4.15 0.79
C -1.19 3.14 1.90
O -2.31 3.80 -0.18
H 0.01 5.66 0.52
H -1.16 6.16 1.72
H -1.58 5.97 -0.03
H -0.24 2.60 1.89
H -1.85 2.27 1.86
H -1.29 3.55 2.90
C -3.42 1.11 1.23
C -3.83 1.57 -0.18
C -4.74 2.75 -0.37
O -3.12 1.14 -1.13
H -4.03 0.34 1.70
H -3.21 2.00 1.83
H -2.51 0.51 1.19
H -5.62 2.76 0.27
H -5.04 2.79 -1.42
H -4.12 3.55 0.03
C -0.53 -0.27 -2.66
C -0.39 -0.84 -4.04
C 0.97 -0.76 -4.73
O -1.43 -1.34 -4.52
H 0.38 -0.38 -2.07
H -1.25 -0.74 -1.99
H -0.83 0.77 -2.80
H 1.73 -1.14 -4.06
H 1.19 0.29 -4.94
H 0.85 -1.26 -5.70
C -0.43 -1.38 0.33
C -0.82 0.00 0.79
C -0.98 1.04 -0.27
O -1.06 0.20 1.98
H -0.53 -2.08 1.16
H 0.60 -1.37 -0.02
H -1.02 -1.74 -0.52
H -1.17 0.53 -1.22
H -0.06 1.62 -0.21
H -1.81 1.72 -0.08